Computed, not measured: a single CH3N5 molecule in a non-equilibrium geometry, with the ωB97M-V functional and the def2-TZVPD basis.

Last column: natural (NBO) charge in e.
Cartesian coordinates (Å):
N1 2.0388 -0.1738 0.1479  -0.77
C1 0.7918 -0.0376 -0.1360  0.51
N2 -0.0956 1.0483 -0.0652  -0.44
N3 -1.3371 0.5998 0.0816  -0.05
N4 -1.4673 -0.6642 0.0994  -0.02
N5 -0.1402 -0.9013 -0.1178  -0.43
H1 2.5055 0.7728 0.0508  0.34
H2 -0.2895 2.0221 -0.1342  0.44
H3 0.0430 -1.9318 -0.1220  0.41

Atoms 1-2, force components in eV/Å:
N 0.59 1.52 -1.34
C 2.34 4.16 1.93

Output
* HOMO level: -8.8409 eV
* SMILES: N=c1[nH]nn[nH]1
* E: -313.57125 a.u.
* LUMO energy: 0.9 eV
* frontier orbital gap: 9.76 eV

Computed, not measured: a single CH3N5O molecule in a non-equilibrium geometry, with the ωB97M-V functional and the def2-TZVPD basis.

Last column: natural (NBO) charge in e.
Cartesian coordinates (Å):
N1 1.8178 -0.0340 0.0381  -0.63
N2 0.4935 -0.0718 -0.2717  -0.13
N3 0.0729 0.0800 -1.5465  0.00
N4 -1.2084 0.2351 -1.5163  -0.04
N5 -1.5929 0.0922 -0.2092  -0.44
C1 -0.5892 -0.0709 0.6295  0.69
O1 -0.6072 -0.2959 1.8228  -0.63
H1 2.1036 0.7834 0.5748  0.37
H2 2.1368 -0.8771 0.5299  0.38
H3 -2.6269 0.1591 -0.0512  0.43

Atoms 1-2, force components in eV/Å:
N 1.15 -0.62 0.30
N -0.57 0.16 0.60

Output
* HOMO level: -9.7655 eV
* SMILES: Nn1nn[nH]c1=O
* E: -388.86687 a.u.
* LUMO energy: 0.8 eV
* frontier orbital gap: 10.54 eV

Computed, not measured: a single CH3N5O2 molecule in a non-equilibrium geometry, with the ωB97M-V functional and the def2-TZVPD basis.

Last column: natural (NBO) charge in e.
Cartesian coordinates (Å):
N1 -2.0785 -0.0671 0.0885  -0.60
N2 -0.7913 -0.3320 -0.1985  -0.12
N3 -0.3511 -1.6198 -0.1153  0.00
N4 0.9053 -1.5958 -0.0614  -0.03
N5 1.2730 -0.2793 -0.0618  -0.01
O1 2.5537 0.1330 -0.1298  -0.47
C1 0.2346 0.5371 -0.2046  0.65
O2 0.1618 1.7745 -0.1155  -0.65
H1 -2.6357 0.3923 -0.7310  0.37
H2 -2.0489 0.7390 0.6967  0.37
H3 2.7773 0.3181 0.8327  0.49

Atoms 1-2, force components in eV/Å:
N -2.95 2.03 -1.46
N 0.25 -1.75 -0.83

Output
* HOMO level: -9.9339 eV
* SMILES: Nn1nnn(O)c1=O
* E: -464.03438 a.u.
* LUMO energy: 0.5 eV
* frontier orbital gap: 10.39 eV